(1)
{
  "formula": "C6H12O",
  "method": "ωB97M-V/def2-TZVPD",
  "smiles": "CCC[C@H]1C[C@H]1O",
  "gap_ev": 10.86,
  "energy_ev": -8461.129,
  "elements": ["C", "C", "C", "C", "C", "C", "O", "H", "H", "H", "H", "H", "H", "H", "H", "H", "H", "H", "H"],
  "xyz": [[-2.331, 0.557, -0.485], [-1.300, 0.492, 0.667], [-0.362, -0.736, 0.616], [1.013, -0.221, 0.854], [2.155, -0.950, 0.188], [1.711, 0.376, -0.318], [1.187, 0.138, -1.839], [-1.843, 0.986, -1.354], [-2.484, -0.663, -0.829], [-3.257, 1.125, -0.561], [-1.983, 0.430, 1.522], [-0.959, 1.546, 0.683], [-0.267, -1.341, -0.303], [-0.661, -1.449, 1.399], [1.145, 0.264, 1.823], [1.949, -1.829, -0.429], [3.097, -1.010, 0.714], [2.287, 1.291, -0.155], [0.903, 0.993, -2.194]]
}



(2)
{
  "formula": "C6H12O",
  "method": "ωB97M-V/def2-TZVPD",
  "smiles": "CC(C)[C@H]1C[C@H]1O",
  "gap_ev": 10.42,
  "energy_ev": -8463.157,
  "elements": ["C", "C", "C", "C", "C", "C", "O", "H", "H", "H", "H", "H", "H", "H", "H", "H", "H", "H", "H"],
  "xyz": [[-1.669, -0.087, -0.683], [-0.655, 0.212, 0.423], [-0.968, 1.555, 1.090], [0.778, 0.248, -0.090], [1.880, -0.515, 0.607], [1.469, -0.903, -0.769], [0.849, -2.151, -0.885], [-1.574, -1.121, -1.029], [-2.694, 0.055, -0.321], [-1.525, 0.582, -1.541], [-0.739, -0.579, 1.179], [-1.969, 1.559, 1.536], [-0.933, 2.360, 0.344], [-0.239, 1.790, 1.874], [1.067, 1.227, -0.478], [2.852, -0.058, 0.770], [1.563, -1.208, 1.383], [2.149, -0.654, -1.586], [0.416, -2.187, -1.745]]
}



(3)
{
  "formula": "C6H12O",
  "method": "ωB97M-V/def2-TZVPD",
  "gap_ev": 10.69,
  "energy_ev": -8460.917,
  "elements": ["C", "C", "C", "O", "C", "C", "C", "H", "H", "H", "H", "H", "H", "H", "H", "H", "H", "H", "H"],
  "xyz": [[-2.309, 0.625, -0.028], [-1.226, -0.290, 0.555], [-0.382, -0.860, -0.575], [0.804, -1.402, -0.023], [1.401, -0.155, 0.273], [2.336, 0.137, -0.993], [-0.102, 0.391, 1.328], [-2.879, 0.100, -0.807], [-1.861, 1.510, -0.497], [-3.022, 0.970, 0.729], [-1.684, -1.114, 1.116], [-0.883, -1.602, -1.217], [0.064, 0.136, -0.905], [2.072, -0.172, 1.107], [3.178, -0.584, -0.932], [2.787, 1.131, -1.016], [1.883, -0.051, -1.981], [-0.359, 1.418, 1.652], [0.183, -0.186, 2.216]]
}



(4)
{
  "formula": "C6H12O",
  "method": "ωB97M-V/def2-TZVPD",
  "smiles": "CC1(O)CCCC1",
  "gap_ev": 11.11,
  "energy_ev": -8464.342,
  "elements": ["C", "C", "O", "C", "C", "C", "C", "H", "H", "H", "H", "H", "H", "H", "H", "H", "H", "H", "H"],
  "xyz": [[-0.238, 1.950, 0.717], [-0.388, 0.471, 0.377], [-1.623, -0.028, 0.902], [-0.321, 0.181, -1.132], [-0.001, -1.312, -1.195], [1.071, -1.475, -0.106], [0.707, -0.435, 0.981], [-0.996, 2.547, 0.194], [0.747, 2.328, 0.420], [-0.363, 2.108, 1.794], [-2.338, 0.454, 0.466], [-1.251, 0.464, -1.641], [0.493, 0.765, -1.585], [-0.898, -1.884, -0.932], [0.339, -1.643, -2.181], [2.057, -1.244, -0.529], [1.121, -2.495, 0.285], [1.581, 0.152, 1.281], [0.301, -0.903, 1.883]]
}



(5)
{
  "formula": "C6H12O",
  "method": "ωB97M-V/def2-TZVPD",
  "smiles": "CCC(=O)C(C)C",
  "gap_ev": 10.35,
  "energy_ev": -8464.119,
  "elements": ["C", "C", "C", "O", "C", "C", "C", "H", "H", "H", "H", "H", "H", "H", "H", "H", "H", "H", "H"],
  "xyz": [[2.705, -0.783, -0.566], [1.418, -0.394, 0.278], [0.296, -0.011, -0.630], [0.409, 0.341, -1.769], [-1.112, -0.077, 0.115], [-1.140, 0.699, 1.431], [-2.207, 0.419, -0.823], [3.540, -0.965, 0.106], [2.512, -1.675, -1.156], [2.960, 0.031, -1.239], [1.670, 0.473, 0.893], [1.141, -1.232, 0.916], [-1.275, -1.139, 0.331], [-0.465, 0.270, 2.168], [-2.139, 0.671, 1.864], [-0.872, 1.741, 1.261], [-2.208, -0.152, -1.748], [-3.190, 0.316, -0.365], [-2.043, 1.467, -1.067]]
}



(6)
{
  "formula": "C6H12O",
  "method": "ωB97M-V/def2-TZVPD",
  "smiles": "C=CC/C=C/C.O",
  "gap_ev": 10.25,
  "energy_ev": -8462.643,
  "elements": ["C", "C", "C", "C", "C", "C", "H", "H", "H", "H", "H", "H", "H", "H", "H", "H", "O", "H", "H"],
  "xyz": [[-1.131, 2.702, -0.416], [-0.996, 1.845, -1.411], [-0.629, 0.390, -1.232], [0.112, 0.120, 0.047], [-0.217, -0.800, 0.934], [0.671, -1.113, 2.119], [-1.515, 3.704, -0.554], [-0.889, 2.421, 0.605], [-1.366, 2.089, -2.407], [-1.507, -0.255, -1.244], [0.058, 0.173, -2.052], [0.907, 0.830, 0.277], [-1.009, -1.550, 0.843], [1.473, -0.376, 2.199], [0.141, -1.029, 3.073], [1.094, -2.113, 2.032], [1.592, -2.330, -1.324], [2.329, -2.084, -0.761], [0.886, -2.625, -0.728]]
}



(7)
{
  "formula": "C6H12O",
  "method": "ωB97M-V/def2-TZVPD",
  "smiles": "C=C(O)CCCC",
  "gap_ev": 9.61,
  "energy_ev": -8463.096,
  "elements": ["C", "C", "O", "C", "C", "C", "C", "H", "H", "H", "H", "H", "H", "H", "H", "H", "H", "H", "H"],
  "xyz": [[1.907, -0.653, 0.361], [1.266, 0.494, 0.629], [1.211, 0.981, 1.899], [0.368, 1.279, -0.285], [-1.108, 0.935, 0.051], [-1.368, -0.563, 0.133], [-0.941, -1.248, -1.169], [2.327, -0.882, -0.606], [2.150, -1.335, 1.175], [1.857, 0.477, 2.413], [0.516, 2.356, -0.160], [0.576, 1.020, -1.328], [-1.401, 1.432, 0.982], [-1.742, 1.322, -0.758], [-2.410, -0.747, 0.425], [-0.759, -1.016, 0.923], [0.090, -1.626, -0.949], [-1.701, -1.962, -1.520], [-0.801, -0.546, -2.000]]
}